128
Properties=species:S:1:pos:R:3:forces:R:3:mulliken_charge:R:1 method="wB97M-V/def2-TZVPD" energy_ha=-7492.0676 max_force_ev_per_a=0.962 charge=+1 orbital_gap_ev="6.405 / 7.100" lumo_energy_ev="-3.715 / -3.020" spin_multiplicity=2
Cr 0.7106 -0.6274 0.4241 0.2920 -0.6781 -0.6173 -0.465
C 3.0387 1.9445 -1.0312 0.1173 0.0782 -0.2863 -0.741
P 1.5930 2.9500 -1.6207 -0.0829 0.0148 0.0818 1.641
C 2.1858 4.6592 -1.3195 0.0999 0.0147 -0.0917 0.129
C 3.5280 5.0271 -1.2337 -0.0493 -0.0435 0.0356 -0.484
C 3.8889 6.3479 -1.0124 -0.0201 0.0339 0.0041 -0.826
C 2.9127 7.3271 -0.8897 0.0366 0.0043 0.0046 -0.607
C 1.5739 6.9795 -0.9873 -0.0136 -0.0128 -0.0076 -0.718
C 1.2181 5.6547 -1.1947 -0.0612 -0.0030 -0.0182 -0.164
C 1.8264 2.8168 -3.4304 -0.0409 -0.0196 -0.0089 0.779
C 2.2981 3.8537 -4.2316 0.0304 -0.0056 -0.0178 -1.021
C 2.4156 3.6864 -5.6051 0.0077 0.0041 0.0061 -0.813
C 2.0660 2.4821 -6.1942 -0.0063 -0.0019 -0.0125 -0.859
C 1.5825 1.4473 -5.4057 -0.0008 -0.0041 0.0065 -0.609
C 1.4543 1.6157 -4.0371 0.0006 -0.0026 -0.0148 -0.240
C 2.9863 0.4960 -1.3829 -0.0567 0.2467 0.0820 -1.288
C 3.9313 -0.1258 -2.1421 0.0108 -0.1020 -0.0909 -0.673
C 3.5800 -1.5025 -2.2401 0.0794 0.0426 0.0017 -1.005
C 2.4272 -1.6611 -1.5414 -0.2037 -0.0360 -0.1237 -0.714
C 1.5854 -2.8952 -1.4016 0.0886 -0.0110 -0.0418 -2.115
P -0.1236 -2.2945 -1.2127 -0.0980 -0.0196 0.1253 3.030
C -1.1104 -3.6943 -0.6267 0.0166 0.0020 -0.0030 -0.064
C -2.1580 -3.4655 0.2568 0.0457 0.0347 0.0420 1.255
C -2.9870 -4.5064 0.6492 0.0005 -0.0067 -0.0013 -0.395
C -2.7579 -5.7864 0.1697 -0.0165 -0.0088 -0.0063 -0.922
C -1.7052 -6.0258 -0.7065 0.0053 0.0020 0.0003 -0.887
C -0.8896 -4.9824 -1.1137 -0.0094 0.0005 0.0047 -0.541
C -0.6996 -2.1522 -2.9387 -0.0334 -0.0905 0.0159 0.973
C -2.0255 -2.4622 -3.2421 0.0080 -0.0953 -0.0472 -0.465
C -2.4639 -2.4678 -4.5554 0.0163 -0.0027 -0.0144 -0.633
C -1.5772 -2.1847 -5.5853 -0.0280 -0.0028 0.0036 -0.950
C -0.2556 -1.8901 -5.2925 0.0398 0.0339 0.0121 -0.611
C 0.1850 -1.8632 -3.9759 -0.0275 0.0637 0.0062 -0.802
N 2.0094 -0.4226 -1.0016 -0.0920 -0.4101 0.4452 1.089
H 3.1545 2.1297 0.0360 -0.0853 -0.0516 0.1039 0.348
H 3.9443 2.3152 -1.5148 -0.0032 0.0258 0.0580 0.673
H 4.3086 4.2861 -1.3430 0.0119 0.0171 0.0051 0.347
H 4.9352 6.6153 -0.9427 0.0055 -0.0013 -0.0014 0.431
H 3.1959 8.3576 -0.7215 0.0020 0.0040 0.0047 0.372
H 0.8070 7.7376 -0.8983 -0.0070 0.0048 0.0000 0.434
H 0.1678 5.3882 -1.2563 0.0029 -0.0143 0.0037 0.199
H 2.5761 4.8012 -3.7900 -0.0023 0.0055 0.0063 0.398
H 2.7824 4.5028 -6.2133 0.0040 0.0028 -0.0059 0.428
H 2.1607 2.3520 -7.2642 -0.0047 -0.0002 -0.0058 0.406
H 1.2925 0.5111 -5.8607 -0.0133 -0.0470 -0.0193 0.352
H 1.0565 0.8063 -3.4333 -0.0082 -0.0120 0.0088 0.125
H 4.7807 0.3646 -2.5912 0.0193 -0.0154 -0.0075 0.651
H 4.1042 -2.2792 -2.7736 0.0137 0.0005 -0.0111 0.655
H 1.8236 -3.4699 -0.5046 0.0305 0.0321 -0.0137 0.653
H 1.7036 -3.5401 -2.2738 0.0019 0.0259 -0.0031 0.793
H -2.3030 -2.4710 0.6565 0.0670 -0.0858 -0.0555 -1.123
H -3.8018 -4.3191 1.3368 -0.0067 -0.0015 0.0090 0.516
H -3.3981 -6.6026 0.4782 -0.0031 -0.0034 0.0016 0.446
H -1.5282 -7.0253 -1.0816 -0.0028 -0.0048 -0.0055 0.437
H -0.0887 -5.1722 -1.8182 0.0070 0.0031 -0.0073 0.419
H -2.7195 -2.7237 -2.4531 0.0156 0.0130 -0.0116 0.386
H -3.4947 -2.7119 -4.7752 -0.0044 -0.0030 -0.0030 0.462
H -1.9133 -2.2094 -6.6133 -0.0016 0.0053 -0.0074 0.420
H 0.4460 -1.6978 -6.0929 0.0059 0.0204 -0.0162 0.535
H 1.2226 -1.6326 -3.7689 0.0231 0.0052 0.0101 0.209
C 4.1031 -0.5080 1.3782 0.0623 0.0276 0.0493 -0.812
C 3.0729 0.2622 2.1223 -0.0613 -0.0150 -0.0231 0.440
C 3.4272 0.8821 3.4301 -0.0236 -0.0117 -0.0439 -1.573
O 1.9189 0.4001 1.7003 -0.0406 0.1733 0.2212 0.081
H 4.9753 -0.7043 1.9955 0.0013 -0.0192 0.0126 0.672
H 4.4061 0.0838 0.5057 0.0201 -0.0477 0.1072 0.112
H 3.6793 -1.4336 0.9993 -0.0118 -0.0698 -0.0476 -0.104
H 4.4929 1.0766 3.5233 -0.0004 0.0084 -0.0250 0.516
H 3.1393 0.1411 4.1841 0.0164 -0.0173 0.0163 0.314
H 2.8418 1.7797 3.6058 -0.0428 0.0302 0.0296 0.125
C -3.9978 2.7357 -0.3906 0.0698 0.0039 -0.0454 -1.093
Si -2.5095 1.7943 -1.0347 0.0052 -0.0290 0.1034 0.537
C -3.0286 0.1355 -1.7393 0.0564 0.0899 -0.0282 -0.333
C -1.8106 2.8005 -2.4352 -0.0532 -0.0287 0.0277 -0.913
As -1.0251 1.1864 0.7726 -0.3491 0.3934 0.0868 0.753
Si -0.2245 2.9839 2.1791 -0.0281 -0.0614 -0.0121 1.315
C -0.1768 2.2501 3.9049 -0.0354 0.0766 -0.0261 -0.776
C 1.4864 3.6279 1.8137 -0.0760 0.1168 -0.0784 0.067
C -1.3724 4.4690 2.0738 0.0596 0.0104 0.0534 -1.287
Si -2.7938 0.4820 2.3108 0.0580 -0.0053 -0.0743 0.438
C -2.2353 -0.5441 3.7741 -0.1254 0.0502 0.0526 -1.271
C -3.6365 2.0210 2.9949 0.0244 -0.0369 0.0312 -1.084
C -4.1138 -0.5108 1.4182 -0.0142 -0.0162 0.0704 -0.822
H -4.6293 2.9296 -1.2632 -0.0150 -0.0074 0.0035 0.485
H -3.7218 3.7053 0.0226 -0.0124 0.0399 0.0099 0.327
H -4.6019 2.2065 0.3424 0.0106 -0.0345 0.0197 0.306
H -4.0957 0.1229 -1.9732 -0.0186 0.0330 -0.0074 0.670
H -2.8260 -0.7056 -1.0759 0.0073 0.0166 0.0161 -0.404
H -2.4830 -0.0292 -2.6699 -0.0305 0.0011 0.0437 0.348
H -2.6561 2.9487 -3.1174 0.0464 0.0179 -0.0294 0.560
H -1.0263 2.2803 -2.9807 0.0506 -0.0226 -0.0111 -0.011
H -1.4372 3.7803 -2.1462 0.0168 0.0496 0.0547 0.142
H 0.3206 1.2800 3.9233 0.0610 -0.0264 -0.0278 -0.097
H -1.1640 2.1360 4.3492 0.0325 -0.0272 0.0042 0.318
H 0.3885 2.9349 4.5443 0.0053 -0.0012 -0.0023 0.510
H 2.2335 2.8615 1.6503 0.0387 -0.0510 0.0267 -0.451
H 1.7839 4.2110 2.6919 -0.0019 -0.0001 0.0122 0.565
H 1.4868 4.3105 0.9641 0.0131 -0.0792 0.1103 -0.240
H -2.2578 4.3239 1.4634 -0.0483 -0.0589 -0.0562 0.154
H -0.8188 5.3120 1.6545 0.0023 0.0037 0.0082 0.405
H -1.7075 4.7521 3.0739 -0.0064 0.0172 0.0037 0.409
H -1.2334 -0.3194 4.1301 0.0013 0.0196 -0.0029 0.232
H -2.2784 -1.6066 3.5373 -0.0347 0.0012 0.0061 0.183
H -2.9418 -0.3423 4.5855 -0.0013 -0.0159 0.0252 0.645
H -3.1840 2.3369 3.9349 -0.0116 0.0078 -0.0111 0.383
H -4.6721 1.7455 3.2141 -0.0061 -0.0119 0.0220 0.462
H -3.6664 2.8805 2.3345 0.0067 0.0300 -0.0781 0.293
H -3.8016 -1.5319 1.2019 -0.0665 0.0914 0.0089 0.006
H -4.4944 -0.0676 0.5010 -0.0037 0.0333 0.0051 0.278
H -4.9489 -0.5749 2.1232 -0.0169 -0.0275 -0.0058 0.599
C -1.5036 -7.4275 4.7982 -0.0173 -0.0252 0.0089 -1.578
C -0.9503 -6.1439 4.2514 0.0100 0.0109 -0.0167 1.062
C -0.5231 -6.0519 2.9302 0.0004 -0.0095 -0.0063 -0.940
C -0.0265 -4.8645 2.4202 0.0747 -0.0359 0.0337 -0.304
C 0.0563 -3.7575 3.2504 -0.0330 -0.0127 -0.0703 -0.716
C -0.3499 -3.8240 4.5789 -0.0570 -0.0105 -0.0214 -0.342
C -0.8563 -5.0153 5.0650 0.0121 0.0508 0.0225 -1.001
S 0.6969 -2.2473 2.6483 0.1155 0.1632 -0.0899 2.111
O 1.1773 -1.4969 3.7754 -0.0110 -0.1502 0.0454 -0.747
O 1.6742 -2.5060 1.5714 0.0551 0.1583 -0.1236 -0.767
O -0.3918 -1.5125 1.9006 0.1733 0.2845 0.1156 -0.348
H -1.3453 -8.2550 4.1089 0.0026 -0.0012 -0.0009 0.363
H -2.5768 -7.3370 4.9762 -0.0024 0.0009 0.0011 0.329
H -1.0370 -7.6795 5.7505 0.0021 -0.0021 0.0024 0.396
H -0.5732 -6.9238 2.2905 -0.0056 -0.0044 -0.0082 0.402
H 0.3123 -4.8081 1.3959 0.0196 0.0116 -0.0191 0.462
H -0.2572 -2.9552 5.2152 0.0111 0.0036 0.0084 0.559
H -1.1699 -5.0767 6.0998 -0.0035 0.0022 0.0018 0.421